{"formula": "C37H54Cl2KN5O8SSi", "method": "the ωB97M-V functional and the def2-TZVPD basis", "species": ["K", "C", "C", "N", "O", "C", "C", "N", "O", "H", "H", "H", "H", "H", "H", "H", "C", "C", "C", "C", "O", "Si", "S", "O", "C", "C", "C", "C", "O", "C", "C", "C", "C", "H", "H", "H", "H", "H", "H", "H", "H", "H", "H", "H", "H", "H", "H", "H", "H", "H", "H", "H", "H", "H", "H", "H", "H", "H", "H", "H", "C", "C", "C", "C", "C", "N", "C", "O", "N", "C", "C", "C", "C", "N", "C", "C", "C", "H", "H", "H", "H", "H", "H", "H", "H", "H", "H", "H", "H", "H", "Cl", "C", "Cl", "H", "H", "O", "C", "O", "C", "C", "C", "C", "C", "C", "H", "H", "H", "H", "H"], "xyz": [[-1.7612, -1.8362, -0.3934], [-3.2079, 2.1955, 2.5048], [-3.0208, 0.9163, 1.7260], [-1.9249, 0.6390, 1.1082], [-0.9324, 1.6619, 1.2336], [-4.1319, -0.0272, 1.7115], [-5.3199, 0.1648, 2.6125], [-4.0491, -1.0563, 0.8933], [-5.0027, -1.9050, 0.8683], [-2.4563, 2.9302, 2.2353], [-3.1236, 1.9956, 3.5755], [-4.2045, 2.5991, 2.3219], [-0.1330, 1.1535, 1.0463], [-5.0340, 0.5051, 3.6114], [-5.8166, -0.8024, 2.6893], [-6.0529, 0.8756, 2.2089], [3.7294, -0.7335, 0.9753], [2.8168, -0.0052, 1.9633], [3.5380, 0.1864, 3.2983], [2.4133, 1.3524, 1.3935], [1.6076, -0.7210, 2.1295], [1.2276, -2.0650, 3.0448], [-0.5187, -2.8881, 2.4283], [2.6320, -2.9610, 2.9907], [2.9567, -4.2356, 3.4952], [1.8976, -4.7736, 4.4550], [4.2880, -4.0861, 4.2330], [3.1073, -5.1760, 2.3006], [1.2815, -1.5752, 4.6484], [0.2771, -0.9173, 5.4098], [1.0134, -0.2651, 6.5785], [-0.7238, -1.9461, 5.9296], [-0.4405, 0.1499, 4.5856], [4.6773, -0.1990, 0.8684], [3.2470, -0.7936, -0.0020], [3.9210, -1.7444, 1.3318], [4.4479, 0.7758, 3.1553], [3.7989, -0.7810, 3.7274], [2.8885, 0.7039, 4.0054], [3.2918, 1.9674, 1.1812], [1.7793, 1.8812, 2.1088], [1.8520, 1.2030, 0.4710], [1.8055, -4.1144, 5.3200], [2.1840, -5.7718, 4.7950], [0.9238, -4.8178, 3.9654], [4.1737, -3.3579, 5.0374], [5.0602, -3.7276, 3.5492], [4.6064, -5.0414, 4.6589], [2.1618, -5.2179, 1.7587], [3.3804, -6.1840, 2.6234], [3.8776, -4.7975, 1.6259], [1.5628, -1.0244, 7.1389], [0.3109, 0.2333, 7.2506], [1.7289, 0.4700, 6.2047], [-0.2111, -2.6808, 6.5563], [-1.1831, -2.4633, 5.0872], [-1.5020, -1.4577, 6.5216], [0.2852, 0.8308, 4.1381], [-1.1198, 0.7265, 5.2185], [-1.0122, -0.3089, 3.7778], [-0.6627, 6.7311, -6.9634], [0.0935, 5.5404, -6.4361], [1.4497, 5.6058, -6.1506], [2.1491, 4.5192, -5.6416], [1.4807, 3.3209, -5.4091], [2.0983, 2.1732, -4.8756], [3.4408, 1.9228, -4.8031], [4.3105, 2.6587, -5.2432], [3.7912, 0.7160, -4.2352], [3.0246, -0.2211, -3.5080], [3.2654, -1.5791, -3.6815], [2.5360, -2.4881, -2.9405], [1.5687, -2.0147, -2.0663], [1.3374, -0.7196, -1.8891], [2.0600, 0.1550, -2.5773], [0.1174, 3.2395, -5.6918], [-0.5588, 4.3341, -6.1968], [0.0186, 7.5194, -7.2837], [-1.3208, 7.1471, -6.1975], [-1.2883, 6.4554, -7.8137], [1.9854, 6.5322, -6.3260], [3.2033, 4.5914, -5.4347], [1.4703, 1.4432, -4.5718], [4.7717, 0.5190, -4.3530], [4.0147, -1.9090, -4.3920], [2.7043, -3.5510, -3.0436], [0.9583, -2.6949, -1.4860], [1.8765, 1.2042, -2.3725], [-0.4166, 2.3148, -5.5049], [-1.6193, 4.2473, -6.4003], [-0.9202, 1.5712, -2.4617], [-1.9980, 2.9647, -2.4944], [-3.3145, 2.7903, -3.6705], [-1.4225, 3.8408, -2.7732], [-2.4351, 3.0605, -1.5060], [-3.1883, -3.3739, -3.8334], [-3.0144, -2.3691, -3.1274], [-1.9199, -1.9335, -2.6670], [-4.2640, -1.5565, -2.7546], [-4.1609, -0.3393, -2.0945], [-5.2957, 0.3818, -1.7509], [-6.5505, -0.1116, -2.0659], [-6.6651, -1.3274, -2.7322], [-5.5287, -2.0410, -3.0746], [-3.1745, 0.0324, -1.8507], [-5.1990, 1.3185, -1.2138], [-7.4394, 0.4362, -1.7737], [-7.6472, -1.7227, -2.9679], [-5.5902, -2.9925, -3.5861]], "charge": -2, "homo_lumo_gap_ev": 5.09}

***

{"formula": "C34H69N7O14", "method": "the ωB97M-V functional and the def2-TZVPD basis", "species": ["O", "C", "N", "C", "H", "H", "H", "H", "H", "O", "C", "N", "C", "H", "H", "H", "H", "H", "O", "C", "N", "C", "H", "H", "H", "H", "H", "O", "C", "N", "C", "H", "H", "H", "H", "H", "O", "C", "N", "C", "H", "H", "H", "H", "H", "O", "C", "N", "C", "H", "H", "H", "H", "H", "C", "C", "N", "C", "C", "C", "C", "H", "H", "H", "H", "H", "H", "H", "H", "H", "H", "H", "H", "H", "H", "H", "O", "C", "O", "C", "C", "C", "H", "H", "H", "H", "H", "H", "O", "C", "O", "C", "C", "C", "H", "H", "H", "H", "H", "H", "O", "C", "O", "C", "C", "C", "H", "H", "H", "H", "H", "H", "O", "C", "O", "C", "C", "C", "H", "H", "H", "H", "H", "H"], "xyz": [[-12.5280, -24.4749, -11.1903], [-13.1742, -23.8094, -10.3595], [-12.7146, -22.5886, -9.8573], [-14.4487, -24.3683, -9.7368], [-11.8257, -22.2451, -10.1804], [-13.2111, -22.0757, -9.1634], [-15.2553, -23.6412, -9.8612], [-14.3153, -24.4976, -8.6693], [-14.6508, -25.2724, -10.2949], [-9.6638, -20.3016, -10.7429], [-9.2647, -21.4407, -10.6952], [-8.9961, -22.1083, -9.5092], [-9.2056, -22.3425, -11.9430], [-9.0331, -21.5529, -8.6643], [-8.9259, -23.1064, -9.4165], [-10.2562, -22.5715, -12.1556], [-8.7236, -23.2798, -11.6593], [-8.7864, -21.8402, -12.7991], [-5.5349, -26.8033, -14.4044], [-5.5667, -27.0633, -15.5828], [-4.4506, -26.8650, -16.3838], [-6.7826, -27.5716, -16.2084], [-4.4303, -26.8048, -17.3760], [-3.5903, -26.7365, -15.8774], [-6.5973, -28.1246, -17.1306], [-7.4274, -26.7258, -16.4736], [-7.3711, -28.1461, -15.5040], [-10.0680, -26.1450, -15.6427], [-10.5606, -25.2202, -15.0328], [-10.3293, -25.0223, -13.6958], [-11.3073, -24.0946, -15.6960], [-10.9214, -24.5215, -13.0690], [-9.5112, -25.5086, -13.3710], [-12.0477, -23.6886, -15.0061], [-11.8259, -24.4350, -16.5822], [-10.5683, -23.3118, -15.8873], [-14.5406, -25.0521, -16.0105], [-15.0627, -24.0409, -15.6048], [-15.8489, -23.2875, -16.4642], [-14.6799, -23.3386, -14.3223], [-16.3130, -22.4649, -16.1494], [-16.1472, -23.7626, -17.2972], [-14.3974, -24.0622, -13.5664], [-15.4830, -22.7034, -13.9425], [-13.8622, -22.6700, -14.5858], [-9.0166, -28.4544, -20.7165], [-8.6629, -29.3745, -20.0358], [-8.1366, -30.5605, -20.5834], [-8.8152, -29.3828, -18.5617], [-8.3167, -30.8320, -21.5277], [-7.8554, -31.2814, -19.9525], [-8.8304, -30.4152, -18.2137], [-9.7293, -28.8967, -18.2604], [-7.9344, -28.9069, -18.1426], [-7.3417, -23.8931, -15.0362], [-6.0363, -23.1534, -15.4383], [-6.1347, -22.2908, -16.6256], [-7.0136, -21.1623, -16.4061], [-6.6529, -20.1420, -15.2648], [-4.7827, -21.8986, -17.0326], [-4.0863, -23.0182, -17.8132], [-7.1126, -24.5937, -14.2375], [-7.7785, -24.4012, -15.9025], [-8.0949, -23.1396, -14.7740], [-5.6546, -22.5779, -14.5625], [-5.2327, -23.8892, -15.5969], [-7.1275, -20.6319, -17.3482], [-7.9865, -21.5423, -16.0866], [-5.6124, -19.8097, -15.3835], [-7.2404, -19.2430, -15.4281], [-6.7895, -20.6013, -14.2946], [-4.1756, -21.6748, -16.1420], [-4.8447, -21.0626, -17.7235], [-3.2930, -22.5632, -18.4301], [-4.7668, -23.4159, -18.5703], [-3.6635, -23.8080, -17.2048], [-8.4916, -25.1267, -10.0687], [-8.5629, -26.0160, -10.7791], [-7.5992, -26.2341, -11.6733], [-7.9484, -27.2800, -12.6517], [-9.3937, -27.7349, -12.2793], [-9.6438, -27.0848, -10.8719], [-7.2179, -28.0812, -12.7135], [-7.9492, -26.7750, -13.6227], [-9.4755, -28.8312, -12.1786], [-10.0998, -27.6096, -13.1043], [-9.3695, -27.8172, -10.1066], [-10.6458, -26.6931, -10.7454], [-7.0190, -24.9465, -22.5787], [-7.2470, -24.8616, -21.4003], [-7.7038, -23.6924, -20.8187], [-7.6629, -23.7264, -19.3739], [-7.0675, -25.1039, -18.9735], [-6.8568, -25.8676, -20.3272], [-8.6592, -23.6190, -18.9659], [-7.0646, -22.9152, -18.9708], [-7.7153, -25.6208, -18.2659], [-6.0908, -25.0373, -18.4815], [-7.5214, -26.7203, -20.5065], [-5.8368, -26.1290, -20.6004], [-13.3405, -23.9753, -21.9410], [-12.6600, -24.7996, -21.5406], [-11.4487, -24.5083, -21.0349], [-10.7185, -25.7526, -20.7696], [-11.8069, -26.8021, -20.5463], [-12.9276, -26.3007, -21.4514], [-10.0993, -25.6875, -19.8714], [-10.0434, -25.9027, -21.6144], [-12.1411, -26.9060, -19.5234], [-11.4716, -27.7824, -20.8925], [-13.8552, -26.3211, -20.8619], [-13.1572, -26.7895, -22.3863], [-9.4315, -21.3663, -18.7437], [-10.4768, -21.1965, -18.3102], [-10.7018, -21.0509, -16.9858], [-12.1160, -20.8305, -16.7035], [-12.8723, -20.9672, -18.0676], [-11.7627, -21.1722, -19.1029], [-12.2653, -19.8251, -16.3173], [-12.4076, -21.5938, -15.9864], [-13.4770, -20.0875, -18.2470], [-13.5095, -21.8473, -18.0385], [-11.7117, -20.4083, -19.8667], [-11.8344, -22.1445, -19.5860]], "smiles": "CCN(CC)CC.O=C1CCCO1.O=C1CCCO1.O=C1CCCO1.O=C1CCCO1.CC(N)=O.CC(N)=O.CC(N)=O.CC(N)=O.CC(N)=O.CC(N)=O", "e_above_lowest_kcal_mol": 0.0, "charge": 0, "homo_lumo_gap_ev": 8.41}

***

{"formula": "C29H37GeO5RuS2", "method": "the ωB97M-V functional and the def2-TZVPD basis", "species": ["Ru", "C", "O", "C", "C", "C", "C", "C", "C", "O", "C", "O", "C", "H", "H", "H", "H", "H", "H", "H", "H", "H", "O", "S", "C", "C", "C", "C", "S", "O", "C", "C", "C", "C", "C", "C", "C", "C", "C", "C", "C", "C", "H", "H", "H", "H", "H", "H", "H", "H", "H", "H", "H", "H", "H", "H", "H", "H", "H", "H", "C", "Ge", "C", "C", "C", "H", "H", "H", "H", "H", "H", "H", "H", "H", "H"], "xyz": [[-0.1414, 0.2102, 0.4673], [5.8270, 3.2616, 2.5059], [5.8020, 1.9729, 3.0903], [4.7571, 1.1684, 2.7818], [4.7838, -0.1065, 3.3905], [3.7782, -0.9850, 3.1252], [2.6978, -0.6847, 2.2558], [1.7050, -1.6849, 1.9579], [1.7088, -3.0232, 2.6583], [0.7900, -1.5558, 1.1198], [2.6603, 0.6231, 1.6753], [1.7176, 1.0558, 0.9113], [3.7245, 1.5232, 1.9523], [6.7326, 3.7407, 2.8671], [4.9570, 3.8493, 2.8081], [5.8573, 3.1975, 1.4151], [5.6024, -0.3574, 4.0496], [3.8224, -1.9528, 3.6014], [2.6915, -3.3759, 2.9530], [1.2437, -3.7543, 2.0005], [1.0879, -2.9375, 3.5534], [3.6568, 2.4963, 1.4889], [-0.2841, 1.8576, -0.9418], [0.9157, 2.6018, -1.4877], [0.4581, 2.9819, -3.2016], [-0.2521, 1.8524, -3.9430], [-1.7717, 1.9674, -3.8797], [-2.4707, 0.7311, -4.4418], [-2.7375, -0.5481, -3.1675], [-1.5250, -0.5388, -2.3030], [-4.0156, 0.3493, -2.2883], [-3.6642, 1.0789, -1.1661], [-4.6581, 1.7428, -0.4597], [-5.9793, 1.6649, -0.8747], [-6.3191, 0.9160, -1.9963], [-5.3351, 0.2466, -2.7064], [2.2150, 1.4352, -1.8596], [3.4910, 1.9647, -1.9700], [4.5572, 1.1191, -2.2388], [4.3367, -0.2441, -2.3738], [3.0539, -0.7606, -2.2448], [1.9796, 0.0784, -1.9886], [1.4087, 3.2458, -3.6684], [-0.1534, 3.8848, -3.1464], [0.0515, 0.8847, -3.5456], [0.0654, 1.8819, -4.9892], [-2.0927, 2.8396, -4.4563], [-2.0812, 2.1372, -2.8471], [-1.8763, 0.2574, -5.2262], [-3.4576, 0.9534, -4.8486], [-2.6296, 1.0903, -0.8404], [-4.3948, 2.3093, 0.4243], [-6.7529, 2.1764, -0.3168], [-7.3531, 0.8434, -2.3069], [-5.5953, -0.3609, -3.5660], [3.6542, 3.0268, -1.8254], [5.5581, 1.5216, -2.3206], [5.1688, -0.9087, -2.5655], [2.8862, -1.8261, -2.3321], [0.9848, -0.3346, -1.8494], [-4.3711, -1.7564, 0.7462], [-2.4886, -1.9942, 1.2866], [-1.6973, -3.2741, 0.0371], [-2.5040, -2.7944, 3.0875], [-1.6575, -0.2311, 1.3505], [-4.9548, -2.6293, 1.0435], [-4.4497, -1.6377, -0.3349], [-4.8115, -0.8741, 1.2120], [-2.2569, -4.2096, 0.0861], [-0.6500, -3.4642, 0.2690], [-1.7535, -2.8700, -0.9743], [-3.1365, -3.6823, 3.1253], [-2.8781, -2.0681, 3.8107], [-1.4937, -3.0781, 3.3852], [-2.1179, 0.4866, 2.0516]], "spin_multiplicity": 2, "e_above_lowest_kcal_mol": 0.0, "charge": 0, "homo_lumo_gap_ev": [6.89, 6.93]}

***

{"formula": "C6H8N5O5S", "method": "the ωB97M-V functional and the def2-TZVPD basis", "species": ["C", "O", "C", "N", "C", "N", "O", "N", "O", "C", "C", "N", "H", "H", "H", "H", "C", "S", "N", "O", "O", "H", "H", "H", "H"], "xyz": [[2.3991, 2.6197, 1.1119], [2.4020, 1.5426, 2.0788], [1.6866, 0.4765, 1.7206], [1.8272, -0.5758, 2.5510], [1.1556, -1.6640, 2.1941], [1.2564, -2.9815, 2.5960], [0.4963, -3.6968, 1.6660], [-0.0949, -2.8253, 0.7157], [-0.7868, -3.3090, -0.1684], [0.2198, -1.5562, 1.1014], [0.1418, -0.4009, 0.2891], [0.9505, 0.6060, 0.5950], [2.7907, 3.4670, 1.6809], [3.0649, 2.3664, 0.2806], [1.3944, 2.8198, 0.7267], [-0.5058, -1.0989, -1.4550], [-2.8544, 0.2962, -2.6640], [-1.4802, 1.1690, -1.8468], [-0.7641, -0.4203, -0.7192], [-0.3929, 1.4488, -2.7401], [-1.9250, 2.0749, -0.8232], [-2.9824, 0.8400, -3.6074], [-2.5942, -0.7546, -2.8764], [-3.7543, 0.3651, -2.0339], [-1.6503, -0.8089, -0.3733]], "smiles": "COC1=NC([NH2+]S(C)(=O)=O)=C2C(=NON2[O-])[N-]1", "charge": -1, "homo_lumo_gap_ev": 3.95}

***

Max |F| for every record listed, in sequence, given in eV Å⁻¹: 1.82; 6.62; 0.68; 4.35.